Record 1
Molecular formula: C17H18N7OPbSSbSe4
Method: DFT, ωB97M-V with the def2-TZVPD basis set

```
! RIJCOSX wB97M-V def2-TZVPD def2/J DEFGRID3
* xyz 2 1
Pb -0.182 -1.670 0.211
C 2.943 1.339 2.419
C 1.946 0.301 2.059
N 1.332 0.252 0.881
N 1.612 1.211 0.045
C 0.901 1.092 -1.180
O 0.109 0.166 -1.387
C 1.176 2.144 -2.142
C 0.557 2.087 -3.399
C 0.796 3.074 -4.330
C 1.652 4.128 -4.015
C 2.270 4.193 -2.773
C 2.038 3.205 -1.834
C 1.557 -0.729 3.026
C 2.088 -0.750 4.310
C 1.650 -1.714 5.208
C 0.693 -2.621 4.799
C 0.214 -2.539 3.494
N 0.635 -1.629 2.631
H 3.170 1.978 1.575
H 3.860 0.868 2.777
H 2.553 1.954 3.235
H -0.099 1.258 -3.629
H 0.326 3.033 -5.302
H 1.837 4.903 -4.747
H 2.932 5.015 -2.540
H 2.516 3.251 -0.868
H 2.826 -0.022 4.612
H 2.050 -1.745 6.212
H 0.314 -3.384 5.465
H -0.540 -3.233 3.143
C -5.293 0.003 -2.525
C -4.730 0.254 -1.180
N -5.277 0.946 -0.237
N -4.394 0.887 0.800
C -3.302 0.178 0.530
S -1.975 -0.052 1.560
N -3.509 -0.246 -0.743
N -2.604 -1.037 -1.442
H -6.257 0.500 -2.593
H -5.438 -1.064 -2.699
H -4.640 0.398 -3.304
H -4.597 1.366 1.663
H -2.241 -0.519 -2.237
H -3.079 -1.873 -1.770
Se 0.499 -5.092 0.867
Sb 1.977 -5.868 -0.776
Se 2.276 -7.838 -1.923
Se 3.728 -4.111 -1.507
Se 3.123 -2.249 -0.438
*
```

Summary:
relative energy (zero: lowest compared OMol25 entry of this formula, charge and spin): 0.00 kcal/mol
HOMO level (spin up / spin down): -13.6 / -13.5 eV
Kohn-Sham gap (spin up / spin down): 0.19553 / 0.21504 Ha
electronic energy: -11553.64551 Eh

Record 2
Molecular formula: C20H55N5O5
Method: DFT, ωB97M-V with the def2-TZVPD basis set

```
! RIJCOSX wB97M-V def2-TZVPD def2/J DEFGRID3
* xyz 0 1
C 13.687 3.542 -10.760
O 12.465 3.352 -11.486
C 12.470 2.166 -12.327
C 12.445 0.880 -11.436
C 12.652 -0.372 -12.332
N 11.169 0.805 -10.827
H 13.611 4.279 -9.961
H 14.569 3.644 -11.392
H 13.947 2.717 -10.098
H 11.616 2.244 -13.000
H 13.349 2.092 -12.967
H 13.267 0.883 -10.721
H 13.105 -1.203 -11.791
H 13.280 -0.182 -13.203
H 11.787 -0.672 -12.923
H 11.183 1.582 -10.181
H 10.457 1.056 -11.498
C 9.303 -9.807 -6.505
O 9.994 -8.716 -7.076
C 9.011 -7.740 -7.524
C 9.742 -6.512 -8.067
C 10.632 -5.729 -7.053
N 8.796 -5.491 -8.526
H 8.803 -10.393 -7.276
H 8.585 -9.470 -5.756
H 9.860 -10.520 -5.896
H 8.450 -8.089 -8.391
H 8.298 -7.491 -6.738
H 10.404 -6.961 -8.807
H 11.239 -4.955 -7.522
H 11.346 -6.454 -6.664
H 10.084 -5.330 -6.199
H 8.151 -5.146 -7.830
H 9.319 -4.631 -8.607
C 7.876 5.539 -5.839
O 6.591 4.940 -5.937
C 5.765 5.348 -4.815
C 4.376 4.774 -5.061
C 3.677 5.561 -6.200
N 3.586 4.658 -3.830
H 8.484 5.577 -6.743
H 8.523 5.052 -5.109
H 7.950 6.599 -5.598
H 6.273 4.967 -3.929
H 5.739 6.437 -4.827
H 4.391 3.752 -5.439
H 3.926 5.162 -7.184
H 3.947 6.615 -6.273
H 2.591 5.619 -6.138
H 2.616 4.430 -3.995
H 3.958 3.791 -3.470
C 19.829 10.343 -10.947
O 20.724 11.461 -11.050
C 21.836 11.413 -10.057
C 22.886 12.546 -10.227
C 23.581 12.444 -11.599
N 23.884 12.464 -9.153
H 18.826 10.761 -10.863
H 19.914 9.730 -10.049
H 19.698 9.681 -11.804
H 21.434 11.397 -9.044
H 22.343 10.460 -10.210
H 22.308 13.471 -10.210
H 24.246 13.297 -11.734
H 22.884 12.524 -12.433
H 24.126 11.500 -11.576
H 24.208 11.511 -9.068
H 23.574 12.661 -8.212
C 13.814 6.475 -18.441
O 13.262 7.673 -17.934
C 11.966 7.532 -17.362
C 11.383 8.850 -16.867
C 12.184 9.327 -15.638
N 10.017 8.656 -16.377
H 13.455 6.511 -19.469
H 13.517 5.594 -17.873
H 14.901 6.510 -18.511
H 11.278 7.168 -18.125
H 12.014 6.760 -16.593
H 11.405 9.548 -17.705
H 11.976 8.990 -14.622
H 12.141 10.405 -15.478
H 13.256 9.176 -15.768
H 9.928 7.999 -15.615
H 9.351 8.321 -17.058
*
```

Summary:
relative energy (zero: lowest compared OMol25 entry of this formula, charge and spin): 79.59 kcal/mol
HOMO level: -9.1 eV
Kohn-Sham gap: 0.35680 Ha
SMILES string: COC[C@H](C)N.COC[C@H](C)N.COC[C@H](C)N.COC[C@H](C)N.COC[C@H](C)N
electronic energy: -1444.76836 Eh